1.
{"formula": "C31H38BrNO6S4", "method": "wB97M-V/def2-TZVPD", "e_lumo_ev": 0.3, "smiles": "Brc1cc2c(cc1Cc1ccccc1)Sc1ccccc1N2.O=S1(=O)CCCC1.O=S1(=O)CCCC1.O=S1(=O)CCCC1", "orbital_gap_ev": 8.02, "largest_force_ha_per_bohr": 0.0358, "multiplicity": 1, "symbols": ["H", "H", "H", "H", "H", "H", "H", "C", "C", "C", "O", "Br", "H", "C", "C", "S", "C", "H", "C", "H", "C", "H", "H", "S", "H", "C", "H", "C", "C", "H", "C", "C", "C", "H", "H", "C", "C", "S", "C", "H", "O", "H", "O", "H", "H", "O", "C", "C", "O", "H", "C", "H", "C", "C", "C", "C", "H", "H", "H", "C", "C", "S", "H", "H", "H", "H", "C", "H", "H", "H", "O", "N", "C", "H", "C", "C", "H", "C", "H", "H", "H"], "coordinates": [[1.9290, -4.8480, -1.6225], [3.4150, 0.3109, 1.7321], [-2.7185, 2.1105, -6.0645], [-2.9210, -1.7087, -6.2027], [-3.1041, -3.6191, -0.3801], [-7.1668, -2.1190, 0.3617], [-1.6676, 0.8078, -3.8941], [5.6400, 5.1653, -1.1266], [1.3956, 0.5989, 1.1772], [-3.7530, -1.1284, -5.8036], [-5.8329, -4.2583, 1.2118], [-1.3274, 1.0662, 0.4711], [5.6182, 4.9582, -2.1991], [2.5897, -0.5193, 5.8989], [-2.6484, 1.0480, -5.8342], [4.1508, 3.1237, -0.4259], [-5.3768, -1.0816, -0.3457], [-4.7607, 0.7419, -6.1849], [0.1485, 0.8698, 1.6973], [-4.6806, -1.6889, -5.8964], [2.4141, 0.4887, 2.1157], [4.0064, 6.6034, -1.3287], [-4.0148, -1.8626, -1.8209], [3.4828, 0.4300, 4.6711], [-5.6781, -0.2609, -0.9953], [-2.6689, 0.8094, -4.3192], [2.6394, 0.8639, -0.5921], [-4.0179, -1.6561, -0.7555], [4.3027, 5.7736, -0.6880], [6.0050, 4.0509, 0.7024], [-3.8152, 0.2569, -6.4391], [-3.8627, -2.9553, 0.0294], [0.5424, -0.8860, 7.0015], [2.7750, 4.5775, -1.6913], [-1.1160, 1.2055, 3.3510], [2.1824, 0.6029, 3.4530], [2.4498, -3.3233, -0.2259], [-5.4682, -3.7328, -0.0811], [5.7782, 3.8614, -0.3467], [2.9189, -1.7204, 1.0345], [-5.5037, -4.5517, -1.2674], [0.9212, 0.9349, -0.9225], [-4.6702, -0.6338, -3.3965], [-6.8495, -2.3143, -1.3811], [-5.3146, -0.6890, 0.6731], [-2.4089, -1.7311, -3.6152], [2.4118, -2.2565, 7.5085], [1.2653, -0.1563, 6.0821], [3.8090, 2.6103, 0.8738], [0.5806, -0.8958, -2.4876], [-6.3939, -2.2264, -0.3961], [-3.2054, -0.9628, -0.5449], [1.8490, -3.7924, -1.3801], [3.1663, -1.5542, 6.5998], [1.6618, 0.4244, -0.3010], [1.1943, -2.8689, -2.1682], [4.3970, 6.1620, 0.3284], [6.5109, 3.1791, -0.7724], [-3.6612, -2.7599, 1.0833], [3.2559, 4.6534, -0.7174], [-0.0920, 0.9885, 3.0446], [-3.4122, -0.8079, -4.0783], [2.5047, 4.7803, 0.0589], [-3.7467, 0.2008, -7.5247], [2.8198, -3.0912, 8.0750], [2.9909, -4.0194, 0.4138], [1.0825, -1.9313, 7.7142], [-3.2891, 1.5425, -3.8058], [-1.7070, 0.6840, -6.2516], [-0.5110, -0.6320, 7.1466], [4.0693, 2.3097, -1.6133], [0.6924, 0.9107, 5.3560], [1.1384, -1.5435, -1.8099], [4.2035, -1.8144, 6.4050], [0.9143, 0.8383, 3.9661], [1.7354, -1.0630, -0.6599], [6.4741, 5.8379, -0.9305], [2.3938, -1.9948, 0.1232], [0.7114, -3.2336, -3.0735], [0.5135, -2.5276, 8.4209], [-0.2857, 1.0386, 5.5803]], "forces_ev_per_angstrom": [[-0.2, 0.2, -0.2], [-0.1, 0.1, 0.3], [0.0, 0.0, 0.0], [0.0, 0.0, 0.1], [-0.1, -0.1, 0.0], [0.0, -0.2, 0.0], [-0.1, -0.1, 0.1], [-0.1, 0.0, -0.1], [0.0, 0.4, -0.4], [-0.1, 0.1, -0.4], [-0.1, -0.2, -0.1], [0.1, 0.0, 0.5], [0.0, 0.0, 0.0], [0.2, 1.0, -1.2], [0.0, 0.0, -0.1], [0.3, 0.6, 0.0], [0.1, 0.1, 0.1], [0.0, 0.0, 0.0], [-0.3, 0.0, -0.9], [0.0, -0.1, 0.2], [0.5, -0.3, -0.9], [0.0, 0.0, 0.0], [0.0, -0.2, 0.4], [0.2, -0.1, -0.1], [0.0, 0.0, 0.0], [0.2, 0.4, -0.2], [-0.6, -0.2, 0.4], [-0.1, -0.2, 0.1], [0.1, 0.0, 0.0], [-0.1, -0.1, 0.0], [0.0, 0.1, 0.1], [0.3, 0.3, 0.0], [-1.6, 0.2, 0.3], [0.0, -0.1, 0.0], [0.2, -0.1, 0.1], [0.6, -0.3, 1.7], [0.3, -0.8, 0.1], [0.2, 0.3, 0.1], [0.3, 0.2, -0.2], [-0.2, 0.2, -0.1], [-0.1, -0.2, 0.1], [0.0, -0.2, 0.2], [-0.1, 0.1, -0.1], [0.1, -0.1, 0.0], [0.0, 0.0, 0.0], [-0.2, 0.0, 0.3], [-0.1, -0.7, 0.7], [0.1, -0.2, 0.5], [0.0, -0.2, -0.1], [0.1, 0.1, 0.3], [-0.1, 0.4, 0.0], [0.1, 0.0, 0.0], [0.3, 0.0, 0.4], [0.6, -0.1, -0.2], [0.9, -0.5, -0.1], [-0.2, -1.1, -0.6], [0.0, 0.0, 0.0], [-0.1, -0.1, 0.0], [-0.1, -0.1, 0.0], [-0.1, 0.4, 0.0], [-1.5, 0.3, 0.2], [0.3, 0.1, -0.7], [0.0, -0.2, 0.0], [0.0, 0.0, 0.0], [0.2, 0.2, -0.2], [-0.1, 0.2, -0.1], [0.4, -0.2, 0.1], [-0.1, -0.1, 0.1], [0.0, 0.0, 0.0], [0.2, -0.1, 0.0], [0.0, -0.1, 0.1], [0.2, -0.3, -0.2], [-0.6, 0.6, -0.7], [-0.2, 0.0, 0.0], [0.0, 0.2, -0.4], [-0.4, 0.4, -0.1], [0.0, 0.0, 0.0], [0.5, 0.2, 0.7], [0.0, 0.3, 0.1], [-0.1, 0.3, -0.1], [0.1, 0.0, 0.0]], "mulliken_charge": [0.409, 0.542, 0.337, 0.374, 0.478, 0.449, 0.224, -0.555, -0.078, -0.846, -0.675, -0.208, 0.286, 1.007, -0.654, 1.243, -0.791, 0.274, 0.302, 0.384, -0.474, 0.327, -0.251, -0.319, 0.320, -0.559, -0.227, 0.702, -0.638, 0.356, -0.544, -0.963, -0.434, 0.401, 0.292, 0.382, -0.779, 1.125, -0.794, 0.323, -0.662, 0.464, -0.686, 0.348, 0.395, -0.662, -0.303, 0.148, -0.606, 0.285, -0.745, -0.181, -0.434, -0.756, -0.954, -0.695, 0.302, 0.404, 0.402, -0.723, -0.848, 1.379, 0.387, 0.373, 0.355, 0.365, -0.869, 0.383, 0.299, 0.256, -0.733, -0.322, -0.187, 0.368, 0.726, 0.770, 0.359, -0.173, 0.369, 0.368, 0.285]}


2.
{"formula": "C5H8O2", "method": "wB97M-V/def2-TZVPD", "e_lumo_ev": 1.0, "smiles": "C1O[C@H]2C[C@@H]1CO2", "orbital_gap_ev": 10.87, "largest_force_ha_per_bohr": 0.0064, "multiplicity": 1, "symbols": ["C", "H", "H", "C", "C", "O", "C", "H", "H", "C", "H", "H", "O", "H", "H"], "coordinates": [[-1.2110, 0.6917, 0.3887], [-2.2859, 0.5487, 0.5179], [-0.8835, 1.4993, 1.0551], [-0.3098, -0.5567, 0.6107], [0.3028, 0.4499, -1.2061], [-0.9211, 1.0945, -0.9500], [0.0240, -0.9962, -0.8262], [0.6319, 0.7162, -2.2089], [1.0155, 0.7179, 1.8163], [1.0439, 0.0630, 0.9382], [-0.7736, -1.4783, -1.3925], [0.9393, -1.5956, -0.8659], [1.2892, 0.8452, -0.2507], [-0.6961, -1.3124, 1.2967], [1.8344, -0.6873, 1.0766]], "forces_ev_per_angstrom": [[-0.2, 0.0, 0.3], [0.1, -0.2, -0.2], [-0.2, -0.1, 0.1], [0.0, 0.0, 0.1], [0.1, -0.1, -0.3], [0.1, 0.2, 0.0], [0.0, -0.1, 0.0], [0.1, -0.1, 0.1], [0.0, 0.0, -0.2], [0.0, -0.1, 0.2], [0.0, 0.2, 0.1], [-0.2, 0.0, 0.0], [0.1, 0.1, -0.1], [0.1, 0.2, -0.1], [-0.1, 0.1, -0.1]], "mulliken_charge": [-0.454, 0.337, 0.243, -0.227, 0.038, -0.428, -0.573, 0.408, 0.334, -0.587, 0.324, 0.285, -0.442, 0.430, 0.313]}


3.
{"formula": "C25H77N2O19P2", "method": "wB97M-V/def2-TZVPD", "total_charge": 1, "e_lumo_ev": -2.4, "orbital_gap_ev": 8.79, "largest_force_ha_per_bohr": 0.0269, "multiplicity": 1, "symbols": ["H", "H", "H", "H", "H", "C", "H", "H", "H", "H", "C", "C", "H", "H", "O", "H", "H", "H", "H", "H", "H", "H", "C", "H", "H", "N", "O", "H", "H", "H", "P", "C", "O", "O", "C", "H", "H", "O", "H", "H", "H", "H", "C", "O", "H", "H", "H", "C", "H", "O", "C", "H", "N", "H", "H", "C", "H", "H", "O", "C", "C", "H", "H", "O", "C", "H", "C", "H", "H", "O", "H", "C", "P", "C", "H", "O", "H", "H", "H", "O", "O", "C", "H", "H", "H", "H", "H", "H", "H", "H", "H", "O", "C", "H", "H", "H", "H", "H", "C", "H", "C", "H", "O", "O", "O", "C", "C", "H", "H", "H", "H", "C", "O", "H", "C", "H", "H", "H", "H", "O", "H", "H", "C", "H", "H"], "coordinates": [[-8.1819, 7.9255, 4.6246], [-0.0561, 0.4818, -1.9100], [6.2566, -1.0881, 3.8100], [-4.9014, 2.6429, 3.9226], [-2.8793, 0.1530, 2.0016], [-1.7845, -2.4158, 2.0724], [1.4681, -2.3022, -3.4144], [-0.9703, 2.0365, -3.9971], [-0.6702, -2.9382, -2.3348], [0.9482, -2.6295, -0.7475], [0.1065, 2.0630, -7.2434], [-0.3148, -1.9114, -2.2977], [-1.0412, -2.0174, 2.7420], [0.0538, 1.9767, 1.5051], [-4.2912, 0.0623, -2.3314], [-5.1315, 1.1854, 1.7377], [1.6250, -0.8853, 0.7618], [-2.2570, -3.0647, -1.2070], [0.9545, -3.4656, -10.9432], [-3.2204, 2.9734, 4.2667], [-0.6048, 1.9734, -1.2635], [-4.5409, 1.9991, 0.2936], [0.3767, -0.1741, 3.7327], [-4.3144, 0.3310, -3.2564], [2.6387, 6.0128, 1.1764], [0.8203, -1.1689, 1.3422], [-6.3898, 4.6497, 4.0394], [9.7706, -0.4045, 1.7940], [-2.9149, -1.5223, -0.7998], [-0.3708, -0.9216, 3.9448], [1.6547, 1.7637, -1.0542], [3.2797, -2.4883, 1.8895], [2.6916, 0.6808, -0.5008], [-0.0635, 0.0905, -5.8445], [-3.7776, -3.2042, 0.2110], [8.3344, 0.8641, 4.1205], [-4.2132, -2.6888, 1.0638], [5.4818, 0.7403, 1.8885], [5.4953, 1.0561, 0.9790], [3.5714, -1.6103, 2.4643], [7.4481, 0.7774, 5.3602], [2.3485, 4.6276, 1.7580], [-0.3361, -1.2011, 0.2424], [1.7491, 2.9519, -0.0051], [4.4728, -0.6950, 7.6491], [-5.0038, -2.3570, -1.3602], [0.9945, -4.8500, -10.3101], [-0.1352, -2.0851, -4.8143], [1.3119, 3.7029, -0.4431], [-7.9511, 7.0365, 4.3378], [-3.8851, 2.3609, 3.6595], [-6.2865, 5.3033, 4.7386], [2.5979, 2.6621, 3.2143], [4.3692, 0.2636, 5.8600], [4.6036, 0.9556, 2.2085], [-4.2395, 1.5989, 1.2642], [1.1086, 2.1641, -6.8362], [-4.5854, -4.0255, -1.6364], [1.9211, 5.4107, 1.3940], [0.7189, 0.0202, 2.2645], [-0.9247, -0.9540, -5.4416], [-3.8734, -0.3959, 0.6569], [-0.7995, -3.2289, 0.4219], [1.1889, -2.8326, 3.4905], [-3.6614, 2.6738, 2.1791], [-0.5832, 2.7013, -6.7016], [0.5711, -1.6851, -3.5169], [3.6390, -2.3777, 0.8674], [0.0789, 2.3277, -8.2995], [1.8421, -3.7179, -6.9190], [-2.5217, 0.5905, -0.9754], [-0.3411, 0.6156, -7.1356], [1.5007, -2.8215, 1.8936], [0.4572, -1.6820, -0.9830], [-1.4150, 0.5600, -7.3397], [6.2292, -1.8530, 3.2214], [-6.6910, 5.1809, 3.2960], [-2.6082, 2.8768, 1.9672], [3.3276, 0.5022, -1.2110], [1.9700, 2.1915, -2.4298], [4.7449, -0.5099, 5.4201], [-1.3680, -2.3134, 0.5998], [-2.7272, -1.9400, 2.3060], [-3.4820, -4.2197, 0.4764], [2.7620, -3.9935, -6.8693], [1.2673, -0.4327, 4.2999], [4.0859, -1.2045, 5.5278], [5.9719, -1.4758, 2.3734], [-8.7889, 6.5634, 4.3104], [3.7204, -3.3544, 2.3812], [-0.8396, -2.8993, -4.6219], [0.9455, -3.9139, -10.0922], [-0.2671, 0.9374, 1.5496], [0.8740, -3.7175, 3.7202], [-1.1928, -1.2638, -2.3490], [-5.0783, 0.4664, -1.9491], [-1.1265, 0.9604, 2.2179], [-2.1127, 1.9214, 0.1157], [-0.0170, 1.0890, -1.0094], [0.9017, -0.6452, -3.5941], [-2.5748, -2.4547, -0.3648], [0.5914, -2.4485, -5.5394], [4.1923, -0.3524, 8.5025], [8.3291, 0.5646, 5.0384], [9.0015, 0.1202, 2.0362], [-4.8690, -3.3162, -0.8595], [-3.2653, 0.4259, 1.0207], [1.6278, -3.7671, -7.8600], [-1.5027, -1.3380, -6.2843], [8.2864, -0.5235, 2.0998], [-1.6464, -0.5547, -4.7095], [2.3170, 1.6454, 2.7702], [2.1168, 0.4850, 2.2654], [0.4602, 2.5082, -3.6985], [-0.6983, 0.3457, 0.1910], [-5.8215, -3.6117, -0.4273], [0.1647, 0.0071, -7.8925], [4.8409, -0.6862, 9.1296], [-4.1772, 3.6124, 1.9691], [-0.3550, 2.7565, -4.1580], [-3.7318, 1.3041, 3.8844], [-1.8872, -3.4682, 2.3340], [-2.1832, 0.8372, 0.0272], [0.0188, 0.7806, 4.1172], [1.2469, -0.9805, -1.2299]], "forces_ev_per_angstrom": [[0.0, 0.0, 0.0], [-0.1, 0.0, -0.1], [0.0, -0.1, 0.1], [-0.1, -0.1, 0.1], [0.1, -0.2, 0.0], [0.0, -0.1, -0.1], [0.1, 0.1, 0.1], [0.1, -0.1, -0.2], [-0.1, 0.0, 0.0], [0.0, 0.0, 0.2], [-0.3, -0.6, 0.0], [0.1, 0.2, 0.1], [0.1, 0.0, 0.1], [0.3, 0.0, -0.1], [-0.1, 0.1, -0.1], [-0.1, 0.1, 0.0], [-0.1, 0.2, -0.1], [0.0, 0.1, -0.1], [0.0, 0.1, 0.0], [0.0, -0.1, 0.2], [0.0, 0.1, 0.1], [0.0, 0.1, 0.0], [0.3, 0.1, 0.3], [0.0, -0.1, 0.0], [0.0, 0.0, 0.0], [0.7, 0.0, 0.3], [0.2, -0.1, -0.1], [0.1, 0.1, 0.1], [0.0, 0.2, 0.1], [-0.2, 0.0, -0.1], [-0.2, 0.5, -1.3], [-0.4, 0.8, 0.3], [0.1, -0.2, 0.3], [-0.1, 0.0, 0.1], [-0.3, 0.1, -0.6], [0.2, -0.1, -0.1], [0.1, -0.1, 0.2], [0.0, -0.3, -0.2], [0.1, 0.1, 0.0], [0.0, 0.0, 0.1], [0.0, 0.0, 0.1], [0.0, 0.0, 0.2], [0.2, 0.1, 0.0], [-0.2, -0.5, -0.1], [0.3, -0.1, 0.1], [-0.1, 0.1, 0.0], [0.0, 0.0, 0.0], [0.0, 0.1, -0.1], [0.3, 0.5, 0.5], [-0.1, 0.1, 0.0], [0.1, 0.3, -0.3], [-0.1, 0.0, 0.0], [0.2, 0.9, 0.3], [0.0, 0.1, -0.1], [0.0, 0.2, 0.1], [0.3, -0.4, 0.0], [0.1, 0.2, -0.1], [-0.1, -0.1, 0.0], [-0.1, 0.0, -0.2], [-0.3, 0.1, 0.2], [0.0, 0.0, 0.2], [0.2, -0.3, -0.1], [0.2, 0.0, 0.0], [0.2, 0.0, 0.0], [-0.5, 0.3, 0.0], [0.2, 0.2, 0.1], [0.0, -0.3, -0.1], [0.1, -0.2, -0.1], [0.2, 0.2, 0.0], [0.1, -0.1, -0.1], [-0.1, 0.2, -0.1], [0.0, 0.2, -0.2], [-0.2, -1.0, -0.4], [-0.2, -0.1, -0.7], [-0.1, -0.1, 0.0], [0.0, -0.1, -0.2], [0.0, 0.1, 0.0], [0.1, -0.2, -0.1], [0.1, 0.0, 0.1], [0.0, -0.3, 0.2], [-0.2, 0.2, 0.1], [-0.1, -0.1, 0.2], [-0.1, 0.2, 0.0], [0.0, 0.0, 0.4], [0.0, 0.0, 0.0], [0.0, -0.1, 0.0], [0.1, -0.1, -0.1], [0.0, 0.2, 0.1], [0.0, 0.0, 0.0], [0.1, -0.1, -0.2], [0.1, -0.1, 0.0], [0.1, -0.1, 0.1], [-0.1, -0.4, 0.4], [-0.2, 0.1, 0.2], [-0.1, 0.0, 0.0], [0.0, 0.0, 0.0], [-0.1, 0.0, -0.1], [0.1, 0.1, -0.2], [0.4, -0.4, 0.3], [0.1, 0.1, 0.0], [0.0, -0.4, 0.0], [0.0, 0.0, 0.0], [-0.2, 0.0, -0.1], [-0.2, 0.0, -0.1], [-0.2, 0.0, -0.1], [0.2, 0.2, -0.1], [-0.5, 0.5, 0.2], [-0.1, 0.1, -0.1], [0.0, 0.0, -0.1], [0.0, 0.0, 0.1], [-0.1, 0.0, 0.0], [0.0, -0.4, -0.1], [-0.2, -0.2, -0.6], [0.1, 0.0, -0.1], [-0.4, 0.9, 0.0], [0.0, -0.1, 0.0], [0.0, -0.1, 0.0], [0.0, 0.0, 0.0], [0.1, 0.1, 0.0], [-0.2, 0.2, 0.4], [0.1, 0.0, 0.1], [-0.1, 0.0, 0.0], [0.1, -0.9, 0.2], [0.0, 0.1, -0.1], [0.2, 0.1, 0.2]], "mulliken_charge": [0.298, -0.933, 0.284, 0.368, 0.007, -1.242, 0.442, 0.258, 1.020, 1.149, -1.095, -1.104, -0.511, 0.794, -0.553, 0.592, 0.699, 0.342, 0.317, 0.359, 1.003, 0.348, -1.997, 0.258, 0.298, 0.081, -0.613, 0.300, -0.325, 0.459, 0.655, -0.828, -0.691, -0.177, -0.563, 0.327, 0.385, -0.536, 0.277, -0.003, 0.290, 0.301, 0.436, -0.346, 0.335, 0.221, 0.312, -0.918, 0.350, -0.608, -1.431, 0.308, -0.746, 0.324, 0.176, -1.382, 0.249, 0.376, -0.613, -0.142, -0.487, -0.182, 1.472, -0.453, -0.264, 0.225, -0.603, 0.382, 0.433, -0.601, 0.828, -0.389, 0.024, -1.014, 0.377, -0.621, 0.310, 0.105, 0.444, -0.919, -0.596, 0.124, 0.276, 0.494, 0.272, 0.325, 0.255, 0.243, 0.317, 0.563, 0.530, -0.631, -0.944, 0.388, -0.263, 0.269, 0.054, 1.166, -0.845, 0.448, -0.395, 0.085, -0.609, -0.624, -0.606, -1.430, 0.488, 0.298, 0.619, 0.333, -0.016, 0.594, 0.212, 0.413, 2.766, 0.423, 0.267, 0.317, 0.529, -0.638, 0.295, 0.496, -2.812, 0.571, 0.267]}


4.
{"formula": "C2H8N3O2", "method": "wB97M-V/def2-TZVPD", "total_charge": -1, "e_lumo_ev": 4.4, "orbital_gap_ev": 8.82, "largest_force_ha_per_bohr": 0.0068, "multiplicity": 1, "symbols": ["H", "H", "H", "O", "C", "N", "H", "N", "H", "H", "C", "H", "N", "O", "H"], "coordinates": [[-1.1012, -0.5229, 0.7323], [0.4117, 1.3489, 0.0520], [3.2436, -1.9375, -0.9051], [0.1912, -1.5805, -0.2546], [1.3614, -1.1651, -0.4422], [2.2609, -2.1324, -0.9481], [1.9511, -3.0770, -0.8118], [-1.8698, 0.1422, 0.8947], [-1.8720, 0.4779, 1.8498], [-1.5941, 0.8031, -1.0148], [-1.6222, 1.2490, -0.0267], [-2.4553, 1.9601, 0.0115], [-0.3849, 1.9910, 0.1294], [1.8033, -0.0043, -0.2971], [-0.3236, 2.4476, 1.0308]], "forces_ev_per_angstrom": [[-0.2, 0.0, 0.2], [0.0, 0.0, -0.1], [0.0, 0.0, 0.2], [0.0, -0.1, 0.2], [-0.2, 0.1, -0.2], [-0.1, -0.1, -0.2], [0.2, -0.1, 0.0], [-0.1, 0.1, -0.3], [0.2, -0.1, 0.0], [-0.1, 0.0, -0.2], [0.0, 0.0, 0.3], [0.0, -0.1, 0.0], [0.2, 0.2, -0.2], [0.2, 0.1, 0.1], [-0.1, -0.1, 0.1]], "mulliken_charge": [0.426, 0.419, 0.192, -0.824, 0.672, -0.506, 0.208, -0.657, 0.190, 0.328, -0.528, 0.353, -0.634, -0.821, 0.182]}